{"formula": "C6H24O6", "method": "ωB97M-V with the def2-TZVPD basis set", "e_above_lowest_ev": 3.643, "e_tot_ha": -694.31854, "mol_weight_g_mol": 192.25, "lumo_ev": 0.411, "total_charge": 0, "smiles": "CO.CO.CO.CO.CO.CO", "elements": ["O", "O", "O", "O", "O", "O", "C", "C", "C", "C", "C", "C", "H", "H", "H", "H", "H", "H", "H", "H", "H", "H", "H", "H", "H", "H", "H", "H", "H", "H", "H", "H", "H", "H", "H", "H"], "positions_angstrom": [[2.1233, 4.0190, -0.1549], [0.4075, -2.4501, -0.9792], [-2.2991, -1.9624, 1.3158], [-2.0676, 0.5565, 0.1607], [0.9710, 1.7439, -1.2303], [0.5620, -0.2565, 0.5012], [3.2066, 3.0853, -0.2439], [-2.9091, 1.4508, -0.5291], [-2.5857, -2.1814, 2.6822], [1.5662, -0.1990, 1.4462], [0.7385, 1.3502, -2.5921], [0.0166, -3.7243, -0.3741], [-1.7675, -1.8768, 3.3297], [0.9431, 0.9062, -0.7514], [-0.8538, -3.5654, 0.2706], [2.4909, -0.0615, 0.9024], [-3.9057, 0.9959, -0.5253], [1.6301, -1.0706, 2.0624], [-2.7900, -3.3355, 2.8089], [0.8399, -4.1851, 0.1130], [-0.0862, 1.9408, -2.9959], [0.4164, 0.3154, -2.6893], [-3.4212, -1.5856, 3.0891], [0.4656, -1.1083, 0.0986], [-2.1561, -1.0387, 1.0638], [1.2875, 3.5386, -0.4796], [0.6967, -2.5001, -1.9023], [-1.2300, 0.9593, 0.4599], [-2.9800, 2.4177, 0.0050], [3.5381, 2.9369, -1.3112], [1.6625, 1.4200, -3.1889], [4.0014, 3.5192, 0.3811], [-2.5504, 1.5754, -1.5416], [-0.2781, -4.3786, -1.1945], [2.9290, 2.0485, -0.0347], [1.3874, 0.7006, 2.0276]], "forces_ev_per_angstrom": [[-1.4719, -1.4134, -0.5294], [-0.1134, -0.2518, 0.5225], [-0.1395, -0.7017, 0.0772], [0.6610, -0.1705, 0.6826], [-0.4150, -0.4796, -1.3308], [-1.4247, 1.2164, -0.0872], [-0.0978, 0.3000, -1.2803], [-0.2893, 0.2578, 0.7579], [-0.3534, -1.3055, 0.2047], [0.7984, 0.8014, -0.2104], [0.1207, 0.2380, 0.0341], [-0.7055, 0.6374, -1.8835], [0.5309, -0.3116, 0.0710], [-0.1495, -0.0792, 0.8189], [0.4001, 0.2385, -0.0522], [0.7779, -0.0378, 0.2675], [0.1838, 0.1398, -0.1861], [-0.0573, -0.5519, 0.5423], [0.3300, 2.3862, -0.1308], [0.7586, -0.1849, 0.6877], [0.3394, 0.2099, -0.2095], [-0.0846, -0.2566, 0.3677], [-0.2221, -0.4085, -0.5292], [-0.0351, -1.2711, -0.6562], [-0.2067, 0.2364, 0.2322], [2.0013, 0.8425, 0.5752], [-0.2097, -0.4736, 0.5580], [-0.4849, -0.2072, -0.5291], [0.0380, -0.2904, -0.4277], [0.0817, 0.7228, 0.7485], [-0.3580, 0.3831, 0.1011], [-0.1354, -0.5864, -0.2804], [-0.0740, 0.2785, -0.3605], [-0.1666, -0.1972, 0.1268], [0.0384, 0.3449, 0.9386], [0.1340, -0.0546, 0.3688]]}



{"formula": "C6H14N2O2", "method": "ωB97M-V with the def2-TZVPD basis set", "e_above_lowest_ev": 1.817, "e_tot_ha": -496.99074, "mol_weight_g_mol": 146.19, "lumo_ev": 0.671, "total_charge": 0, "smiles": "CNC(C)=O.CNC(C)=O", "elements": ["O", "O", "N", "N", "C", "C", "C", "C", "C", "C", "H", "H", "H", "H", "H", "H", "H", "H", "H", "H", "H", "H", "H", "H"], "positions_angstrom": [[-0.5227, -1.1355, -3.5686], [-0.1768, 0.2837, 1.2942], [1.8485, 0.8416, 1.9982], [-1.6322, -0.7676, -1.6025], [-0.7673, -1.4885, -2.4004], [-2.3387, 0.3848, -1.9551], [-0.1611, -2.5848, -1.6444], [2.1998, -0.4789, 2.3801], [0.5973, 1.2186, 1.4711], [0.3400, 2.6992, 1.4307], [0.6898, -3.0161, -2.2243], [3.2997, -0.5920, 2.6039], [-0.9036, -3.4102, -1.4034], [-0.6718, 2.9723, 1.0050], [-1.9406, 0.9078, -2.9076], [0.1474, 3.0468, 2.4565], [-1.8537, -0.9215, -0.6509], [2.5293, 1.5532, 2.1135], [2.0150, -1.2904, 1.6910], [1.5801, -0.8105, 3.2634], [-2.2624, 1.2299, -1.1982], [-3.4601, 0.1034, -2.2256], [1.0344, 3.3362, 0.8436], [0.4101, -2.0817, -0.7704]], "forces_ev_per_angstrom": [[-0.3508, -0.9225, 1.9335], [-0.4901, 1.3155, -0.5287], [-1.0651, 1.5671, -1.3286], [0.4283, -0.0350, -0.4968], [-0.9300, 2.4072, -1.2119], [-2.0533, 2.8297, -2.9962], [2.3284, -1.3530, 0.8133], [0.3351, -1.6903, 1.6895], [1.5102, -2.5999, 1.4769], [-2.0490, 1.1879, -0.8030], [-0.9204, 0.1012, 0.1378], [-1.1989, 0.5788, 0.0305], [1.0363, 1.1962, 0.1637], [0.9980, -0.9518, -0.0321], [-0.4273, -1.2650, 1.3314], [0.8941, -0.0052, -0.1067], [0.8024, -1.2966, 0.9086], [0.4585, 0.4570, 0.1347], [-0.3013, 0.2812, -0.9243], [0.8106, 0.4266, -0.4799], [-0.3702, -1.3823, -0.4765], [1.9990, 0.9376, 0.7760], [0.0298, -0.6314, 0.7948], [-1.4744, -1.1531, -0.8059]]}



{"formula": "C28H55Br2F4N3O5", "method": "ωB97M-V with the def2-TZVPD basis set", "e_tot_ha": -7187.78840, "mol_weight_g_mol": 749.56, "lumo_ev": -0.147, "total_charge": 0, "smiles": "CC(=O)OCC[C@@](Br)(CC(=O)Br)OC(=O)C(F)(F)C(F)F.CCN(CC)CC.CCN(CC)CC.CCN(CC)CC", "elements": ["Br", "Br", "F", "F", "F", "F", "O", "O", "O", "O", "O", "N", "N", "N", "C", "C", "C", "C", "C", "C", "C", "C", "C", "C", "C", "C", "C", "C", "C", "C", "C", "C", "C", "C", "C", "C", "C", "C", "C", "C", "C", "C", "H", "H", "H", "H", "H", "H", "H", "H", "H", "H", "H", "H", "H", "H", "H", "H", "H", "H", "H", "H", "H", "H", "H", "H", "H", "H", "H", "H", "H", "H", "H", "H", "H", "H", "H", "H", "H", "H", "H", "H", "H", "H", "H", "H", "H", "H", "H", "H", "H", "H", "H", "H", "H", "H", "H"], "positions_angstrom": [[-2.1152, -0.9451, -0.7838], [-0.7998, -1.3473, 4.4550], [-1.2719, -4.6734, 2.3862], [0.7571, -3.8955, 2.4475], [1.6858, -6.2417, 1.3585], [-0.3608, -7.0109, 1.3394], [-0.5502, -2.9138, 0.1846], [0.0155, -4.9262, -0.6046], [0.0636, -0.6775, 1.9356], [-4.2618, -4.3396, -1.6593], [-6.1996, -5.3248, -1.3614], [-0.3387, 4.4505, 1.6099], [6.5404, -3.6976, 1.9376], [-2.1410, 6.3595, -3.7801], [-0.0564, -4.7235, 1.7728], [-0.1910, -4.2167, 0.3199], [-3.2071, 4.1617, -3.0118], [-0.2652, 6.7327, 0.6340], [5.1614, -4.0407, 1.6365], [7.1453, -4.4316, 3.0376], [-4.3548, -6.4182, -0.3278], [-2.0162, 5.1270, -3.0206], [0.4828, -6.1477, 1.9330], [0.0785, 5.2599, 0.4771], [7.1563, -5.9633, 2.9554], [-2.0317, -1.8705, 1.9016], [-0.7950, -1.2408, 2.4983], [-1.8689, -2.4322, 0.4762], [7.3666, -3.5123, 0.7576], [-5.0280, -5.3347, -1.1413], [-1.8991, 6.2607, -5.2085], [-1.7407, 4.5571, 1.9813], [7.6131, -4.7244, -0.1482], [-2.9289, -4.1011, -1.2091], [-0.1965, 2.1755, 0.4481], [0.2158, 3.1069, 1.5931], [-3.3327, 7.5341, -1.9512], [4.2365, -3.9003, 2.8356], [-2.7966, 4.2570, 0.9090], [-3.2699, 7.2079, -3.4357], [-2.9272, -3.5023, 0.2040], [-2.9674, 5.5816, -6.0728], [-2.9965, 4.5034, -5.9177], [8.2874, -5.4484, 0.3080], [-3.9046, -3.0358, 0.3764], [-2.3723, 7.9202, -1.6051], [6.6322, -4.1421, 3.9579], [1.3054, 3.2080, 1.5834], [-1.8951, 3.8965, 2.8387], [-4.1442, 4.6820, -2.8053], [0.1741, 7.3025, -0.1862], [-0.0815, 2.6553, -0.5258], [0.5609, -6.3820, 3.0008], [-3.5852, 6.6582, -1.3510], [-2.8793, 3.1933, 0.6881], [-4.0970, 8.2892, -1.7641], [-2.5758, 4.7760, -0.0250], [-3.7754, 4.6015, 1.2495], [8.0695, -4.3957, -1.0838], [5.0496, -5.0557, 1.2213], [-2.8095, -4.2820, 0.9697], [-0.3393, 4.9065, -0.4796], [-3.0681, 3.4165, -2.2253], [6.8966, -2.7247, 0.1605], [-3.1464, 8.1353, -4.0021], [4.4490, -4.6424, 3.6070], [-4.2404, 6.7871, -3.7452], [6.6829, -5.2363, -0.3988], [-1.7493, 7.2798, -5.5785], [-3.3371, -6.6483, -0.6456], [-2.7505, 5.7554, -7.1285], [1.1631, 5.1494, 0.3912], [-2.5211, -3.3841, -1.9241], [-1.9146, 5.5691, 2.3548], [-1.3434, 6.8987, 0.6029], [-2.4308, -2.6328, 2.5731], [-2.3248, -5.0087, -1.2787], [-4.9796, -7.3089, -0.4028], [8.1694, -4.0647, 3.1434], [6.1759, -6.3572, 2.6819], [-1.7857, 5.3965, -1.9870], [-0.0341, 2.6342, 2.5476], [7.4162, -6.3813, 3.9299], [0.1185, 7.1287, 1.5752], [-4.3236, -6.1166, 0.7256], [4.8293, -3.3547, 0.8519], [7.8805, -6.3370, 2.2330], [-3.3196, 3.6295, -3.9555], [3.2042, -4.0433, 2.5184], [-1.2318, 1.8471, 0.5412], [0.4299, 1.2834, 0.4545], [-2.7646, -1.0548, 1.8635], [4.3271, -2.9080, 3.2797], [-1.1278, 4.6093, -3.3925], [8.3283, -3.1102, 1.0881], [-0.9453, 5.7437, -5.3463], [-3.9624, 5.9810, -5.8719]], "forces_ev_per_angstrom": [[0.0808, -0.0330, 0.0408], [-0.0238, -0.0039, 0.0641], [0.0544, -0.1676, 0.1007], [0.1949, 0.2489, 0.1896], [0.3745, 0.0045, -0.1325], [-0.1945, -0.1855, -0.0580], [0.1207, -0.0027, 0.2785], [0.3299, -0.1371, -0.2639], [0.3875, 0.0775, -0.2238], [-0.0460, 0.0980, 0.0798], [-0.3495, -0.0166, -0.0884], [-0.0136, 0.0237, -0.0320], [-0.0502, -0.0437, 0.0047], [-0.0555, 0.0266, -0.0035], [0.1718, 0.0810, -0.0612], [-0.7034, -0.0479, 0.2162], [0.0204, -0.0227, -0.0061], [-0.0046, -0.0043, -0.0350], [0.0156, -0.0033, -0.0141], [0.0375, -0.0111, 0.0306], [-0.0364, -0.0632, 0.1207], [0.0174, -0.0330, 0.0248], [-0.2302, 0.1293, 0.2195], [-0.0300, -0.0138, -0.0087], [0.0177, 0.0099, 0.0137], [-0.1073, -0.0354, -0.0378], [-0.3734, -0.1238, 0.0878], [-0.1129, -0.0073, -0.1597], [0.0379, 0.0460, -0.0209], [0.4925, -0.0785, 0.0612], [0.0404, 0.0038, -0.0329], [-0.0252, -0.0006, 0.0364], [0.0159, 0.0089, -0.0029], [0.0872, 0.0158, -0.0954], [0.0293, 0.0247, -0.0085], [0.0096, -0.0525, 0.0292], [0.0537, 0.0166, -0.0008], [0.0087, 0.0077, -0.0073], [-0.0035, -0.0100, 0.0308], [0.0049, -0.0250, 0.0014], [-0.1779, 0.0092, 0.1035], [0.0145, -0.0057, -0.0155], [-0.0083, 0.0108, 0.0200], [-0.0196, -0.0031, 0.0104], [0.1416, -0.0448, -0.0517], [-0.0066, -0.0033, 0.0057], [-0.0261, 0.0054, -0.0111], [-0.0044, 0.0280, -0.0246], [-0.0033, -0.0016, -0.0097], [0.0039, 0.0047, 0.0197], [-0.0031, -0.0013, 0.0036], [0.0020, 0.0246, 0.0037], [-0.0041, -0.0085, -0.0818], [0.0015, -0.0010, 0.0038], [0.0265, 0.0075, -0.0268], [-0.0006, -0.0037, -0.0151], [-0.0018, 0.0198, -0.0004], [-0.0006, -0.0099, 0.0065], [0.0049, -0.0026, 0.0038], [0.0078, 0.0018, 0.0029], [-0.1022, 0.2011, -0.2761], [0.0286, -0.0189, 0.0407], [0.0080, -0.0070, -0.0079], [-0.0173, -0.0133, 0.0050], [-0.0242, 0.0069, 0.0048], [0.0089, -0.0003, -0.0022], [0.0155, -0.0260, -0.0064], [-0.0047, 0.0075, -0.0035], [-0.0225, 0.0028, 0.0122], [-0.1237, 0.0089, -0.0104], [0.0016, -0.0085, 0.0004], [0.0019, 0.0013, 0.0026], [-0.0710, -0.1002, 0.0945], [0.0198, 0.0167, -0.0189], [0.0011, 0.0270, 0.0151], [0.1599, 0.0993, -0.0835], [-0.0945, 0.1420, 0.0400], [0.1097, 0.1179, 0.0378], [-0.0040, -0.0122, -0.0027], [-0.0077, 0.0031, 0.0181], [-0.0322, 0.0288, -0.0183], [0.0017, -0.0042, -0.0086], [0.0127, 0.0014, -0.0055], [-0.0068, -0.0287, 0.0130], [-0.0098, -0.0323, -0.1522], [0.0026, -0.0082, -0.0049], [-0.0304, 0.0050, -0.0227], [-0.0216, 0.0325, -0.0063], [0.0146, 0.0070, 0.0127], [0.0090, 0.0027, -0.0042], [-0.0246, 0.0139, -0.0120], [0.0172, -0.1905, 0.0662], [0.0121, -0.0038, 0.0000], [-0.0105, -0.0082, 0.0028], [-0.0057, -0.0032, -0.0011], [-0.0038, 0.0044, -0.0003], [0.0025, 0.0085, -0.0020]]}



{"formula": "C4H12", "method": "ωB97M-V with the def2-TZVPD basis set", "e_above_lowest_ev": 1.101, "e_tot_ha": -159.54449, "mol_weight_g_mol": 60.14, "lumo_ev": 1.107, "total_charge": 0, "smiles": "CC.CC", "elements": ["C", "C", "C", "C", "H", "H", "H", "H", "H", "H", "H", "H", "H", "H", "H", "H"], "positions_angstrom": [[0.3155, 2.3766, 1.4279], [-0.0826, -2.0136, -0.3825], [-1.1984, -1.8152, -1.4977], [0.8625, 1.4473, 0.3562], [0.2288, 1.9048, 2.4191], [0.9759, 3.2299, 1.5456], [0.2663, 0.5116, 0.2426], [-0.8107, -1.0519, -2.1592], [1.0732, 1.8244, -0.5776], [-0.4249, -2.5361, 0.4772], [0.2220, -1.0862, 0.1148], [-1.2893, -2.7918, -1.9939], [0.8055, -2.5258, -0.9456], [-0.7247, 2.8196, 1.1968], [-1.9280, -1.2678, -0.9855], [1.7088, 0.9742, 0.7616]], "forces_ev_per_angstrom": [[-1.7237, 0.9757, -0.2711], [1.1385, -0.0812, -2.2673], [3.3005, -0.0330, 1.2719], [-1.8502, -2.1340, 2.3062], [0.0881, -0.0581, -0.4557], [0.1074, 0.1856, 0.0784], [-0.2795, 1.3527, -0.1857], [0.2732, -0.1898, -0.7089], [0.3501, 1.1832, -1.9609], [-0.3714, -1.3521, 0.3245], [0.2252, -0.2239, -0.8666], [-1.0083, 0.6837, 0.1849], [-1.3035, 0.8718, 1.6746], [1.5282, -0.7629, 0.1783], [-2.2904, -0.2205, 0.3360], [1.8158, -0.1972, 0.3616]]}



{"formula": "C3H5N5O2", "method": "ωB97M-V with the def2-TZVPD basis set", "e_above_lowest_ev": 7.231, "e_tot_ha": -541.29345, "mol_weight_g_mol": 143.11, "lumo_ev": [-3.175, -3.176], "total_charge": 0, "elements": ["O", "O", "N", "N", "N", "N", "N", "C", "C", "C", "H", "H", "H", "H", "H"], "positions_angstrom": [[-3.5487, -0.4653, -0.6560], [-2.6242, -2.4118, -0.0568], [-1.1577, 0.1219, 0.2127], [-1.2572, 2.2610, 0.0875], [-1.8847, 1.1682, -0.0181], [-2.8830, -1.2801, -0.1880], [0.0391, 1.9751, 0.4131], [1.1747, -0.3277, 0.5945], [2.2197, -0.0481, -0.5046], [0.0974, 0.6824, 0.5056], [1.7871, -0.5948, -1.4678], [3.1101, -0.4405, -0.3279], [1.7237, -0.3121, 1.5324], [2.4079, 1.0756, -0.5567], [0.7958, -1.4038, 0.4301]], "forces_ev_per_angstrom": [[0.3812, -1.4087, 1.0199], [-0.5334, 1.5762, 0.2619], [-0.3623, 1.5501, -0.0607], [0.9483, 0.5550, 0.2148], [-1.7428, -0.7928, -0.1980], [1.3398, 0.5396, -1.1507], [0.1992, 0.0824, 0.0791], [1.5269, -1.0540, -0.2314], [-4.4977, 1.6609, -2.3950], [-1.5596, -2.9384, -0.3906], [1.1155, 1.8815, 1.4996], [3.8953, -2.1418, 1.0042], [-0.2940, 0.0873, 0.3937], [-0.6052, -1.4563, -0.5681], [0.1889, 1.8588, 0.5212]]}



{"formula": "C4H5N5", "method": "ωB97M-V with the def2-TZVPD basis set", "e_above_lowest_ev": 1.043, "e_tot_ha": -429.14265, "mol_weight_g_mol": 123.12, "lumo_ev": 0.889, "total_charge": 0, "smiles": "[H]/N=C1\\NN=C[C@H]1N=C=N", "elements": ["N", "N", "N", "N", "N", "C", "C", "C", "C", "H", "H", "H", "H", "H"], "positions_angstrom": [[-2.9398, 0.0258, -0.7674], [-1.0889, 0.9919, 0.4074], [2.0409, 0.7958, -0.6625], [1.6311, -0.5003, -0.7037], [-0.0333, -1.8313, 0.4075], [-2.0151, 0.3941, -0.0846], [0.5846, -0.7705, 0.1469], [1.3020, 1.4356, 0.1529], [0.2303, 0.5708, 0.7713], [2.1055, -1.1491, -1.3142], [1.4523, 2.4770, 0.3507], [0.2996, 0.5403, 1.8644], [-3.8210, -0.3273, -0.4535], [0.2517, -2.6528, -0.1152]], "forces_ev_per_angstrom": [[-0.3441, -0.1734, -0.6294], [0.2047, 0.6387, 0.3613], [0.4106, 0.6997, -0.0558], [-0.0795, -0.6909, -0.1487], [-0.5661, -0.4975, 0.2527], [-0.0441, 0.2064, -0.1605], [0.3019, -0.0017, 0.0419], [-0.2017, -0.2565, 0.0199], [0.1485, -0.2308, 0.0954], [-0.1224, 0.2131, 0.1709], [0.0629, 0.3099, -0.0292], [0.1123, -0.0725, -0.1388], [-0.0705, -0.2104, 0.3399], [0.1876, 0.0659, -0.1195]]}



What did the sixth record say?
{"formula": "C4H5N5", "method": "ωB97M-V with the def2-TZVPD basis set", "e_above_lowest_ev": 1.043, "e_tot_ha": -429.14265, "mol_weight_g_mol": 123.12, "lumo_ev": 0.889, "total_charge": 0, "smiles": "[H]/N=C1\\NN=C[C@H]1N=C=N", "elements": ["N", "N", "N", "N", "N", "C", "C", "C", "C", "H", "H", "H", "H", "H"], "positions_angstrom": [[-2.9398, 0.0258, -0.7674], [-1.0889, 0.9919, 0.4074], [2.0409, 0.7958, -0.6625], [1.6311, -0.5003, -0.7037], [-0.0333, -1.8313, 0.4075], [-2.0151, 0.3941, -0.0846], [0.5846, -0.7705, 0.1469], [1.3020, 1.4356, 0.1529], [0.2303, 0.5708, 0.7713], [2.1055, -1.1491, -1.3142], [1.4523, 2.4770, 0.3507], [0.2996, 0.5403, 1.8644], [-3.8210, -0.3273, -0.4535], [0.2517, -2.6528, -0.1152]], "forces_ev_per_angstrom": [[-0.3441, -0.1734, -0.6294], [0.2047, 0.6387, 0.3613], [0.4106, 0.6997, -0.0558], [-0.0795, -0.6909, -0.1487], [-0.5661, -0.4975, 0.2527], [-0.0441, 0.2064, -0.1605], [0.3019, -0.0017, 0.0419], [-0.2017, -0.2565, 0.0199], [0.1485, -0.2308, 0.0954], [-0.1224, 0.2131, 0.1709], [0.0629, 0.3099, -0.0292], [0.1123, -0.0725, -0.1388], [-0.0705, -0.2104, 0.3399], [0.1876, 0.0659, -0.1195]]}